No. 1
{
  "formula": "C7H14",
  "method": "ωB97M-V with the def2-TZVPD basis set",
  "symbols": ["C", "C", "C", "C", "C", "C", "C", "H", "H", "H", "H", "H", "H", "H", "H", "H", "H", "H", "H", "H", "H"],
  "coordinates": [[1.998135, -0.815304, 0.754741], [0.787275, -0.761318, -0.100370], [0.030439, 0.428299, -0.121676], [0.445522, 1.683644, 0.382261], [-1.124296, 0.467634, -1.213415], [-1.594078, 0.208365, 0.116382], [-2.104905, -1.124922, 0.592711], [2.442764, -1.813702, 0.794171], [2.776818, -0.107263, 0.423104], [1.746249, -0.495183, 1.785017], [2.040419, 0.578545, -1.773113], [0.435830, -1.644652, -0.621908], [1.404427, 1.801412, 0.872278], [-0.243246, 2.521143, 0.412075], [2.013122, 1.301038, -1.554606], [-1.252869, 1.448515, -1.655672], [-1.067212, -0.360677, -1.913357], [-1.981589, 1.057079, 0.670002], [-1.797936, -1.317161, 1.624011], [-1.753335, -1.947037, -0.033363], [-3.201529, -1.108445, 0.560717]],
  "forces_ev_per_a": [[0.2, 0.0, 0.2], [0.7, -0.6, 0.2], [-2.0, 0.0, -0.6], [0.4, 0.6, 0.4], [0.7, 0.2, -0.4], [0.2, 0.0, 0.7], [-0.1, 0.0, -0.1], [-0.1, 0.2, 0.0], [-0.1, -0.2, 0.0], [0.1, -0.1, -0.2], [0.1, 0.3, 0.0], [0.1, 0.2, 0.1], [-0.1, 0.0, -0.1], [0.1, -0.1, 0.0], [0.1, -0.2, -0.2], [-0.1, -0.1, 0.0], [0.0, 0.1, 0.1], [0.0, -0.1, -0.1], [0.0, 0.0, -0.1], [-0.1, 0.1, 0.1], [0.1, -0.1, 0.0]],
  "lowdin_charge": [-0.130, -0.172, -0.513, 0.020, -0.053, -0.241, -0.062, 0.070, 0.062, 0.086, 0.066, 0.100, 0.045, 0.059, 0.065, 0.112, 0.116, 0.128, 0.086, 0.074, 0.082],
  "e_tot_ha": -274.9258,
  "homo_energy_ev": [-6.7, -6.8],
  "e_above_lowest_ev": 5.182,
  "largest_force_ev_per_a": 2.08,
  "gap_ev": [7.2, 7.6]
}

***

No. 2
{
  "formula": "C29H41BrN2O2PS2TeY",
  "method": "ωB97M-V with the def2-TZVPD basis set",
  "symbols": ["Y", "O", "C", "C", "C", "C", "C", "C", "C", "O", "N", "N", "C", "C", "Br", "C", "C", "C", "C", "C", "C", "C", "H", "H", "H", "H", "H", "H", "H", "H", "H", "H", "H", "H", "H", "H", "C", "C", "S", "C", "C", "S", "H", "H", "H", "H", "H", "H", "Te", "C", "C", "C", "P", "C", "C", "C", "C", "C", "C", "H", "H", "H", "H", "H", "H", "H", "H", "H", "H", "H", "H", "H", "H", "H", "H", "H", "H", "H", "H", "H"],
  "coordinates": [[1.113768, 1.422115, -0.195402], [0.633198, 5.032092, -3.242958], [-0.643223, 4.839918, -3.608684], [-1.167378, 5.611800, -4.650647], [-2.479313, 5.454793, -5.062281], [-3.302462, 4.532257, -4.431710], [-2.788769, 3.759577, -3.398422], [-1.469197, 3.886534, -2.982413], [-0.925929, 2.969091, -1.896905], [0.400257, 3.178720, -1.577847], [-1.217604, 1.591696, -2.375610], [-0.392840, 0.570022, -1.780703], [0.226619, -0.171937, -2.742328], [0.615768, -1.434668, -2.726891], [3.378762, 0.484228, -1.488903], [1.087744, -2.655440, -2.837079], [0.305087, -3.793018, -3.346468], [0.925656, -5.009475, -3.643209], [0.210378, -6.075978, -4.167904], [-1.152284, -5.960495, -4.400122], [-1.786575, -4.758154, -4.104226], [-1.070321, -3.693419, -3.588302], [0.809959, 4.315685, -2.533061], [-0.510615, 6.324287, -5.136326], [-2.853229, 6.053778, -5.885652], [-4.333142, 4.410312, -4.744092], [-3.414416, 3.032227, -2.895245], [-1.561941, 3.100484, -1.000512], [-1.049676, 1.589591, -3.381111], [0.398206, 0.325207, -3.710429], [2.114084, -2.882150, -2.539237], [1.992360, -5.110653, -3.473658], [0.723353, -7.003480, -4.396988], [-1.713368, -6.793178, -4.807697], [-2.851438, -4.653654, -4.278947], [-1.561622, -2.752492, -3.370043], [4.380853, 3.583795, 3.682505], [3.044768, 2.973839, 3.288089], [3.166224, 1.863727, 1.949258], [1.933609, 3.327219, 3.966126], [1.929890, 4.356683, 5.073057], [0.338281, 2.609484, 3.709505], [5.163160, 3.143968, 3.069861], [4.604491, 3.385367, 4.735278], [4.382855, 4.667575, 3.534821], [2.867628, 4.911719, 5.118708], [1.765629, 3.876782, 6.045191], [1.111231, 5.062335, 4.919244], [-0.365231, 3.329071, 1.488336], [-0.464686, -3.813828, 2.666574], [-0.559594, -3.002813, 1.379160], [0.224860, -3.682323, 0.251293], [-0.079047, -1.185238, 1.445487], [1.125972, -0.977770, 2.840433], [2.436241, -1.670747, 2.452211], [0.746533, -1.259201, 4.291136], [-1.659639, -0.407529, 2.078949], [-2.584289, -0.122448, 0.891019], [-2.439513, -1.149376, 3.163593], [-0.852544, -4.822816, 2.490329], [-1.046863, -3.370137, 3.472697], [0.569902, -3.909251, 2.999234], [-1.611070, -2.974062, 1.071862], [1.294505, -3.704025, 0.473575], [0.093465, -3.145950, -0.688364], [-0.112434, -4.714748, 0.108992], [1.315019, 0.098735, 2.792610], [2.375860, -2.755423, 2.594505], [3.250480, -1.278129, 3.063094], [2.694893, -1.471282, 1.408758], [0.498838, -2.304825, 4.480303], [-0.078931, -0.621973, 4.607971], [1.607866, -0.997439, 4.914026], [-1.324379, 0.546585, 2.494272], [-2.954319, -1.055637, 0.451590], [-2.077805, 0.424405, 0.100204], [-3.445023, 0.468008, 1.218046], [-2.872422, -2.076718, 2.778576], [-3.263111, -0.512055, 3.498066], [-1.822012, -1.379777, 4.031838]],
  "forces_ev_per_a": [[0.3, 0.4, -0.9], [0.0, -0.3, 0.1], [-0.1, 0.0, 0.0], [0.1, 0.0, 0.0], [0.0, 0.0, 0.0], [-0.1, 0.0, 0.0], [0.1, 0.1, 0.0], [0.3, 0.1, 0.0], [-0.4, -0.4, 0.1], [0.5, -0.8, 0.4], [-0.2, 0.0, -0.4], [0.4, 0.5, 0.5], [-0.4, -0.2, -0.3], [-0.1, -0.1, -0.1], [0.1, 0.0, 0.2], [0.2, 0.3, 0.1], [-0.1, -0.2, -0.3], [0.0, 0.1, 0.1], [0.0, -0.1, 0.0], [0.0, 0.0, 0.0], [0.0, 0.0, 0.0], [0.0, 0.1, 0.0], [-0.1, 0.2, -0.1], [0.0, 0.0, 0.0], [0.0, 0.0, 0.0], [0.0, 0.0, 0.0], [0.0, 0.0, 0.0], [0.1, 0.0, 0.0], [0.1, 0.0, 0.0], [0.0, 0.0, 0.0], [0.0, 0.0, 0.0], [0.0, 0.0, 0.0], [0.0, 0.0, 0.0], [0.0, 0.0, 0.0], [0.0, 0.0, 0.0], [0.0, 0.0, 0.0], [-0.1, 0.0, 0.0], [-0.3, 0.1, 0.0], [-0.1, -0.3, -0.5], [0.0, 0.0, 0.0], [0.1, -0.1, -0.1], [-0.1, -0.1, -0.1], [0.0, 0.1, 0.0], [0.0, 0.0, 0.0], [0.0, 0.0, 0.0], [0.0, 0.0, 0.1], [0.0, 0.1, 0.0], [0.0, 0.0, 0.0], [-0.3, 0.4, 0.7], [-0.1, 0.0, 0.0], [0.2, 0.1, -0.5], [-0.2, 0.0, 0.0], [-0.3, 0.1, 0.8], [0.0, -0.2, -0.1], [-0.1, 0.1, 0.0], [0.1, 0.1, 0.0], [0.0, -0.1, -0.1], [0.0, 0.0, 0.1], [0.1, 0.1, 0.0], [0.0, 0.0, 0.0], [0.1, -0.1, 0.0], [0.0, 0.0, 0.0], [0.0, 0.0, 0.0], [0.0, 0.0, 0.0], [0.0, -0.1, 0.1], [0.0, 0.0, 0.0], [0.1, 0.1, 0.0], [0.0, 0.0, 0.0], [0.0, 0.0, 0.0], [0.1, 0.0, 0.0], [0.0, 0.1, 0.1], [0.1, 0.0, 0.0], [0.0, 0.0, 0.0], [0.0, 0.1, -0.1], [0.0, 0.0, 0.0], [0.0, 0.0, -0.1], [0.0, 0.0, 0.0], [0.0, 0.0, 0.0], [0.0, 0.0, 0.0], [-0.2, 0.0, -0.1]],
  "lowdin_charge": [0.735, 0.031, -0.279, -0.039, -0.131, -0.129, -0.054, -0.100, -0.509, -0.399, -0.044, -0.220, -0.294, -0.068, -0.201, -0.130, -0.238, -0.058, -0.118, -0.129, -0.105, -0.038, 0.069, 0.103, 0.085, 0.081, 0.108, 0.057, 0.084, 0.121, 0.100, 0.103, 0.089, 0.084, 0.092, 0.113, -0.171, -0.818, 0.429, -0.800, -0.165, 0.240, 0.032, 0.067, 0.068, 0.047, 0.062, 0.057, 0.409, -0.127, -0.524, -0.130, 1.071, -0.593, -0.148, -0.119, -0.566, -0.145, -0.125, 0.074, 0.046, 0.060, 0.092, 0.074, 0.036, 0.075, -0.010, 0.057, 0.066, 0.050, 0.049, 0.051, 0.079, 0.026, 0.070, 0.022, 0.075, 0.067, 0.076, 0.043],
  "total_charge": -2,
  "e_tot_ha": -5407.8843,
  "homo_energy_ev": -1.6,
  "e_above_lowest_ev": 0.681,
  "largest_force_ev_per_a": 1.02,
  "gap_ev": 5.8
}